(1)
A cluster of 2 separate species, C3H2N2O2 in total in a non-equilibrium geometry. Source: OMol25; level of theory: the ωB97M-V functional and the def2-TZVPD basis.

XYZ file:
```
9
Properties=species:S:1:pos:R:3
H 1.33430 -1.98157 -0.89411
N 0.38645 1.91992 0.94739
O -2.56764 -0.32285 -0.63480
C -1.46348 -0.66921 -0.79633
C -0.13354 -0.59680 -0.89982
C 0.23232 0.76795 1.24386
H 1.18501 2.18285 0.41568
N 1.03308 -1.01340 -1.04181
O -0.00650 -0.28690 1.65994
```

LUMO level (spin up / spin down): -1.2 / -1.2 eV
structure (SMILES): N=C=C=O.N=C=O
HOMO energy (spin up / spin down): -8.51 / -8.51 eV

***

(2)
An isolated molecule of C11H10NO5P in a non-equilibrium geometry. Source: OMol25; level of theory: the ωB97M-V functional and the def2-TZVPD basis.

XYZ file:
```
28
Properties=species:S:1:pos:R:3
H 0.26880 -5.02936 0.67744
C -1.07240 0.56160 -0.11318
C 0.52406 2.82288 -0.14625
H 2.04000 4.26361 1.02503
C 2.93956 1.14211 -0.81479
C 1.95769 3.29744 0.41417
H -4.51149 0.42944 0.90629
C 3.07451 2.48896 0.05797
C 1.46103 -1.18065 -0.79467
H -0.97089 -3.84123 -1.09006
C 0.08506 -1.87605 -0.57809
P -2.65470 1.47007 0.33024
H 2.42794 -1.74312 -1.05126
C 0.03920 -3.46615 -0.68482
O -2.60756 1.83062 1.99207
C 0.29315 1.26058 -0.30745
H 0.87629 -3.87262 -1.34538
O -0.28131 3.73001 -0.44698
C -1.14165 -0.99741 -0.25959
O -3.00735 2.64457 -0.57552
H -2.14842 -1.53304 -0.10224
H -0.44112 -3.67113 1.35409
O 3.86134 0.69506 -1.54360
N 0.28935 -3.99444 0.70484
H 4.13080 2.78770 0.40322
C 1.54006 0.36124 -0.65292
O -3.92560 0.30770 0.12665
H -3.04635 1.11158 2.51478
```

LUMO level: -1.4 eV
structure (SMILES): NCc1cc2c(c(P(=O)(O)O)c1)C(=O)C=CC2=O
HOMO energy: -9.67 eV

***

(3)
A cluster of 3 separate species, C6H14N4 in total in a non-equilibrium geometry. Source: OMol25; level of theory: the ωB97M-V functional and the def2-TZVPD basis.

XYZ file:
```
24
Properties=species:S:1:pos:R:3
N 7.98403 3.08742 -0.75957
C -8.31984 -3.51889 0.06028
H -8.19394 -4.69478 1.73439
H 4.10075 0.54090 -1.39999
C 4.64422 2.17781 0.72051
N 6.81938 3.04611 -1.03184
N -7.96138 -2.72535 2.27615
C -8.27002 -2.30635 -0.51688
C -8.17870 -3.72096 1.41334
H -7.76356 -1.72373 2.07104
N -8.26129 -1.34617 -1.18788
H 8.50001 3.63847 -1.50117
H -8.52332 -4.37965 -0.58785
H 5.60617 0.50601 -2.22050
H 8.46506 2.49100 -0.05644
C 5.64544 1.58896 -0.24476
H -8.01669 -2.93669 3.24275
H 3.94010 2.64816 0.10495
H 4.91409 2.87889 1.50579
H 6.48056 0.89801 0.31770
H 4.34873 1.32283 1.37920
H 4.69597 2.00397 -2.10766
C 5.06615 1.12989 -1.46353
H -7.72191 -0.60588 -1.74802
```

charge: +2
LUMO level: -6.0 eV
HOMO energy: -15.28 eV

***

(4)
An isolated molecule of C4H6N2 in a non-equilibrium geometry. Source: OMol25; level of theory: the ωB97M-V functional and the def2-TZVPD basis.

XYZ file:
```
12
Properties=species:S:1:pos:R:3
C 0.61908 1.19015 -0.00792
C -1.75813 0.06366 -0.00530
H 0.39985 2.24677 -0.01319
C -0.25772 0.07947 -0.04066
N 1.85853 -0.49969 -0.00542
H -2.21080 0.86424 -0.68590
H 0.40277 -2.03755 -0.02401
C 0.60319 -0.98252 -0.01223
H -2.15404 0.23894 1.07594
H 2.72226 -1.01937 0.01846
H -2.13009 -0.97330 -0.29972
N 1.90510 0.82920 -0.00006
```

LUMO level: 1.0 eV
structure (SMILES): Cc1cn[nH]c1
HOMO energy: -9.10 eV

***

(5)
A cluster of 2 separate species, C3H9NO2S in total in a non-equilibrium geometry. Source: OMol25; level of theory: the ωB97M-V functional and the def2-TZVPD basis.

XYZ file:
```
16
Properties=species:S:1:pos:R:3
C -1.21695 -0.99451 -0.40119
H 3.41272 -1.32493 -0.97393
H 2.44951 0.61792 1.24412
H 0.97807 -1.52585 0.04186
N -0.37353 0.02351 -0.14320
S 3.71685 0.02829 -0.81019
H -2.95983 1.26976 -0.43992
O -2.48816 -1.10028 -0.17924
C 2.07109 0.24859 0.29817
O -3.15424 1.83907 0.33771
H 1.78030 1.13912 -0.26732
H 0.45342 -0.84827 1.55766
C 0.78984 -0.58195 0.48934
H -0.64592 0.93778 0.11102
H -0.73763 -1.75470 -1.07330
H -4.07554 2.02644 0.20841
```

LUMO level: 0.6 eV
structure (SMILES): O=CNCCS.O
HOMO energy: -9.52 eV

***

(6)
An isolated molecule of C5H12NOPS2 in a non-equilibrium geometry. Source: OMol25; level of theory: the ωB97M-V functional and the def2-TZVPD basis.

XYZ file:
```
22
Properties=species:S:1:pos:R:3
H 3.70960 1.55013 -0.07540
H -1.72993 -2.81363 -1.38499
S -1.50632 -0.10197 2.24637
S -1.54137 0.90184 -1.05551
O 0.82700 0.36834 0.66101
C -0.40019 -2.03305 -0.03986
H 0.16823 -2.44749 0.80052
C 2.82985 1.51838 0.43674
H -2.57938 -2.31553 0.01137
C 1.90354 0.45815 -0.16856
H -3.09840 2.55300 -0.03750
H 2.32282 2.51099 0.28197
H 0.27233 -2.15165 -0.91925
P -0.74602 -0.29887 0.49320
N 1.96067 -0.10468 -1.29394
H 3.08238 1.39835 1.48508
H 2.83768 0.04465 -1.72990
C -1.70613 -2.70989 -0.32988
H -1.54638 2.07660 1.00034
C -2.05727 2.22971 0.03374
H -1.46856 3.01865 -0.39021
H -1.53417 -3.65204 -0.02535
```

LUMO level: 0.6 eV
structure (SMILES): [H]/N=C(\C)O[P@](=S)(CC)SC
HOMO energy: -8.89 eV

***

(7)
An isolated molecule of C3H7NOS in a non-equilibrium geometry. Source: OMol25; level of theory: the ωB97M-V functional and the def2-TZVPD basis.

XYZ file:
```
13
Properties=species:S:1:pos:R:3
N -0.64977 -1.15256 -1.02814
H -0.46725 0.90873 -1.02878
H -1.32471 -1.55559 -0.42062
C 1.31719 0.19660 -0.28257
C -0.81822 0.18580 1.00511
H -0.50173 -0.64195 1.64871
H -0.57429 1.16322 1.48881
C -0.17284 0.10461 -0.36472
H 1.00849 1.93836 -0.64596
H -1.86771 0.29163 0.83891
O 1.79815 1.43758 -0.44534
H 0.09031 -1.80797 -1.01382
S 2.16237 -1.06845 0.24841
```

LUMO level: 0.3 eV
structure (SMILES): C[C@H](N)C(O)=S
HOMO energy: -8.99 eV

***

(8)
An isolated molecule of C2H7N3S2 in a non-equilibrium geometry. Source: OMol25; level of theory: the ωB97M-V functional and the def2-TZVPD basis.

XYZ file:
```
14
Properties=species:S:1:pos:R:3
N 0.48035 0.89275 -0.18024
S -2.15723 -1.10601 -0.32442
S 3.07953 -0.59304 -0.04732
H -0.29788 2.67175 0.39688
H 2.93517 0.38520 -0.99824
H -2.92263 -0.54872 0.63722
H -0.43370 -2.01068 0.82591
H 1.36476 -1.93270 -0.79439
H -1.37887 1.30539 0.79379
N 1.50668 -1.23092 -0.03528
N -0.67304 -1.08049 0.52453
C 0.41114 -0.35808 0.07672
C -0.67614 1.70639 0.04430
H -1.23814 1.89917 -0.91946
```

LUMO level: 0.5 eV
structure (SMILES): CN=C(NS)NS
HOMO energy: -9.14 eV

***

Energy relative to the best compared isomer or geometry (same formula, charge and spin), respectively: 295.7 526.5 429.6 72.8 295.0 162.0 120.1 59.3 kJ/mol.
E_tot, respectively: -10215.1242 -32581.5753 -12389.4865 -7224.8369 -19675.3559 -39876.9941 -17596.6846 -28327.0372 eV.